17
Properties=species:S:1:pos:R:3:forces:R:3 method="wB97M-V/def2-TZVPD" orbital_gap_ha=0.3536 spin_multiplicity=1 e_tot_ev=-10909.7919 charge=0 homo_energy_ev=-9.24 smiles="C=C[C@](C)(O)/C=N/O"
C 1.4806 0.7022 -2.0328 -1.6 -0.7 -0.3
C 0.1634 0.1947 -1.4955 7.8 -3.4 -5.2
C -0.3842 0.2588 -0.1974 -2.0 3.6 2.6
C -1.9754 0.1146 -0.0932 1.6 -2.6 -2.8
O -0.1758 1.6396 0.2453 -1.7 -0.7 -1.9
C 0.2547 -0.7602 0.7534 -0.3 -0.3 3.2
N 1.0187 -0.3971 1.7716 -2.6 -0.1 -3.3
O 1.0801 -1.3866 2.7311 0.1 1.1 2.5
H 2.1693 1.6936 -1.8682 -2.6 -2.3 0.3
H 2.0606 0.1189 -2.9444 -2.2 1.2 2.4
H 0.1304 -0.9955 -1.7956 -0.4 3.0 -0.2
H -2.1862 -0.9145 -0.4431 0.2 -0.2 0.6
H -2.5858 0.5666 -0.9023 0.7 1.1 1.1
H -2.2290 0.1532 0.9269 -0.8 0.7 1.0
H 0.4154 1.5969 0.9365 2.2 0.1 2.6
H -0.3007 -1.7637 0.8122 1.2 1.3 -0.2
H 1.0639 -0.8216 3.5956 0.4 -1.7 -2.2